{
  "formula": "C22H36CaO2P2",
  "method": "the ωB97M-V functional and the def2-TZVPD basis",
  "relative_energy_kcal_mol": 25.5,
  "lumo_energy_ev": -0.10,
  "gap_ev": 5.713,
  "homo_ev": -5.8,
  "species": ["H", "C", "C", "H", "H", "H", "H", "H", "H", "H", "C", "H", "C", "H", "H", "H", "H", "C", "H", "C", "C", "C", "C", "H", "H", "H", "C", "H", "C", "H", "H", "H", "H", "O", "C", "H", "Ca", "H", "H", "C", "C", "C", "C", "H", "P", "C", "H", "C", "P", "H", "C", "H", "C", "H", "H", "H", "H", "H", "O", "C", "C", "H", "H"],
  "xyz": [[-1.54342, -0.52738, -1.60638], [-1.77087, 1.37581, -5.13204], [2.77398, -1.70034, 3.16878], [-1.44984, -1.59819, -3.37794], [-2.28567, -2.83968, 0.04721], [0.99251, -1.63414, -1.64880], [-1.28863, 3.66603, 0.29732], [3.51184, 1.46880, 2.46981], [-0.34206, 3.66272, 1.82434], [4.89790, -3.94619, 7.60121], [2.68826, -2.25958, 5.62880], [-1.60320, 2.41579, 1.54924], [-1.79611, -2.34237, 0.89351], [-1.04872, 1.68298, -5.90314], [2.00820, 1.26666, 3.41525], [0.74965, 3.85511, -1.18459], [-4.35868, 2.33055, -2.14888], [-1.35113, 0.03711, -0.69278], [6.08988, -4.13799, 5.41646], [-0.52218, 1.26143, -1.04571], [-4.15261, 0.63862, -3.49074], [-2.06467, -0.75228, -3.69860], [-2.43695, 2.55768, -3.04024], [-0.67269, -0.49000, -5.28817], [-5.12159, 0.38243, -3.03389], [2.13039, 2.70454, -1.28365], [3.35807, -2.33742, 4.39522], [0.84268, -3.04972, -0.56320], [2.42015, 1.64652, 2.46450], [-4.29626, 0.55558, -4.57599], [-2.25214, 3.37240, -2.32784], [-2.52388, -1.78091, 1.49312], [-0.48580, -2.64169, -1.68947], [3.55192, -1.47404, 2.16139], [-1.47196, 2.13378, -3.87677], [1.74407, -1.71085, 5.68839], [1.99981, -0.25889, 1.02470], [-1.19411, 2.07912, -1.31029], [1.98369, 3.79531, 0.12755], [5.13180, -3.61116, 5.46749], [0.29033, -2.22222, -1.03417], [-3.87052, 2.12568, -3.11546], [3.23056, -2.85613, 6.77199], [-1.29161, -3.08334, 1.53032], [-0.50395, -1.23292, 0.32070], [4.46306, -3.52176, 6.69691], [-2.76500, 1.65505, -5.50693], [-0.83072, 3.03251, 1.07078], [0.46019, 1.96623, 0.34284], [0.10653, 1.07721, -1.92784], [1.42243, 3.20347, -0.60723], [2.23511, 2.72551, 2.38777], [4.60156, -2.98860, 4.33207], [5.16174, -3.00500, 3.39433], [-2.32805, 0.30213, -0.25965], [2.70509, -2.77237, 7.72806], [-0.42113, 2.40170, -3.72750], [-4.40361, 2.76363, -3.84007], [1.53845, -1.36817, 3.14014], [-3.16069, -0.37130, -3.01195], [-1.69287, -0.17304, -5.02528], [-3.45051, -0.84733, -2.06652], [-2.33802, -0.60712, -5.80852]],
  "mulliken_charge": [-2.00, -0.85, 0.93, 0.32, 0.38, 0.43, 0.40, 0.44, 0.40, 0.36, -0.27, 0.32, -1.34, 0.47, 0.35, 0.36, 0.38, 0.89, 0.35, 0.24, -0.99, -0.11, -0.43, 0.36, 0.44, 0.31, 0.14, 0.43, -1.81, 0.37, 0.68, 0.37, 0.36, -1.04, -0.26, 0.34, 1.24, -1.11, 0.37, -0.49, -1.32, -1.00, -0.56, 0.38, 0.56, -0.32, 0.31, -1.41, 0.79, 0.52, -1.17, 0.44, -0.22, 0.37, 0.76, 0.35, 0.54, 0.33, -0.85, -0.12, -1.01, 0.55, 0.31]
}



{
  "formula": "C22H36CeN4OPS2",
  "method": "the ωB97M-V functional and the def2-TZVPD basis",
  "relative_energy_kcal_mol": 2.6,
  "lumo_energy_ev": [-11.30, -11.29],
  "gap_ev": [5.509, 5.517],
  "total_charge": 3,
  "homo_ev": [-16.8, -16.8],
  "species": ["C", "H", "H", "H", "H", "H", "H", "C", "H", "N", "C", "C", "H", "C", "N", "H", "H", "O", "H", "H", "H", "H", "H", "H", "C", "H", "C", "C", "H", "H", "H", "H", "H", "Ce", "C", "N", "H", "N", "H", "C", "H", "H", "H", "H", "C", "H", "C", "C", "C", "H", "C", "H", "C", "H", "C", "H", "C", "C", "C", "H", "C", "H", "S", "P", "C", "S", "H"],
  "xyz": [[-3.51960, -0.79046, -4.05353], [2.62234, 4.23855, -0.56791], [1.65840, -6.17886, 2.37984], [0.92842, -4.34874, 0.91272], [-1.07227, 2.98368, 4.03325], [-1.12220, -0.34077, 2.48971], [4.27040, -3.51407, 4.48926], [1.65684, -4.16144, 1.69247], [3.73399, 2.83737, -0.57861], [-1.08734, 3.32046, -0.57975], [2.45616, -0.94402, -1.86825], [2.78830, -1.71004, -0.74986], [0.79360, 2.91196, 2.38716], [-0.83795, 2.19026, 3.32031], [-0.17421, 2.75828, 2.10960], [-4.36894, -1.11128, -4.65511], [4.90581, -1.96087, -3.95524], [1.74071, 2.39875, -1.04011], [1.58165, -0.27369, -1.85935], [-2.88791, -1.65815, -3.86887], [-4.41261, 1.79323, -3.57346], [-1.76460, 3.20689, -1.33143], [-0.12178, 1.51942, 3.80084], [-2.96269, -0.04849, -4.62427], [2.06733, -5.18760, 2.51537], [-5.22463, -0.84955, -1.00126], [3.00858, -4.94957, 3.52068], [2.73662, 3.18529, -0.31743], [2.58154, 3.02199, 0.74776], [-4.20467, -2.12627, -1.71132], [0.12227, 4.70061, 1.35216], [-2.84002, 2.04205, 2.48141], [-1.14425, 4.60732, 2.56113], [-0.06517, 1.01528, 0.12053], [-0.71331, 4.08889, 1.70219], [-1.68467, 0.35261, 1.99272], [-5.67424, -1.60068, -2.52895], [-2.00038, 0.55562, -1.33616], [-5.80270, 0.71235, -3.60271], [-4.06574, -0.19980, -2.74112], [3.32148, -5.76344, 4.16093], [-2.53822, 0.97887, 3.84640], [2.95172, -0.45480, -3.89672], [-0.36757, 3.93999, -0.94965], [-2.92124, 0.22384, -1.94971], [1.99531, 2.41604, -1.97462], [2.19892, -2.89565, 1.88741], [3.21568, -1.02751, -3.01819], [3.54406, -3.68810, 3.70819], [-2.49610, -0.16919, 1.66441], [-4.83046, -1.26192, -1.92929], [4.14163, -3.16392, 0.07580], [-1.73549, 3.97043, 0.58460], [-5.32812, 1.46220, -2.08152], [4.65293, -2.63839, -1.94115], [5.50517, -3.30276, -1.97187], [-4.94843, 1.03195, -3.00756], [3.14769, -2.64908, 2.89583], [4.31675, -1.88252, -3.05200], [-2.58855, 3.35665, 0.87647], [-2.08627, 1.40881, 2.94980], [3.56991, -1.66250, 3.04171], [2.01733, 0.23884, 1.60791], [1.78031, -1.63116, 0.72830], [3.88822, -2.55983, -0.78589], [-0.18422, -1.72302, 0.13651], [-2.12352, 4.95966, 0.32950]],
  "mulliken_charge": [-1.57, 0.31, 0.43, 0.37, 0.39, 0.34, 0.44, -0.25, 0.35, -0.43, 0.31, 0.90, 0.32, -0.78, -0.01, 0.42, 0.43, -0.22, -0.08, 0.40, 0.41, 0.26, 0.45, 0.41, -0.82, 0.40, -0.43, -0.58, 0.18, 0.40, 0.39, 0.25, 0.38, 0.21, -0.75, -0.25, 0.43, -0.18, 0.42, 1.84, 0.44, 0.46, 0.47, 0.30, -0.24, 0.25, 0.67, -1.07, -0.80, 0.27, -1.56, 0.42, -0.44, 0.39, -0.79, 0.45, -1.58, -0.27, -0.58, 0.21, -0.64, 0.36, -0.40, 1.54, -0.53, -0.27, 0.48]
}



{
  "formula": "C22H36ClF2IN5",
  "method": "the ωB97M-V functional and the def2-TZVPD basis",
  "lumo_energy_ev": -2.84,
  "gap_ev": 9.605,
  "total_charge": 1,
  "homo_ev": -12.4,
  "species": ["C", "H", "H", "C", "N", "H", "H", "C", "H", "H", "H", "F", "H", "H", "H", "H", "F", "C", "H", "H", "C", "C", "H", "H", "C", "H", "H", "H", "C", "C", "C", "C", "H", "Cl", "H", "H", "N", "C", "H", "C", "H", "H", "C", "C", "H", "I", "C", "H", "H", "H", "C", "N", "C", "H", "N", "C", "H", "C", "H", "H", "H", "H", "H", "C", "N", "C", "H"],
  "xyz": [[0.18635, 1.21727, 4.49307], [1.62700, 3.79828, 1.64162], [-2.37575, -0.65050, 1.71402], [-1.65233, 0.12494, 1.47392], [-1.87427, -2.08182, -0.48627], [-4.33233, 2.47007, -0.33470], [-2.86937, 0.81977, -0.09442], [3.08759, -0.24461, -5.47661], [1.74966, 0.07957, 0.98484], [-0.93147, -5.34992, -1.56129], [0.50976, -3.36898, -2.04140], [-1.05655, 3.59531, 2.71079], [-0.76666, -6.51201, 0.62971], [-3.32967, 1.04609, 3.60683], [-0.23601, 0.53308, -6.20673], [3.91154, -0.24209, -1.15694], [-1.43268, -1.67247, 3.64107], [2.02609, 2.42982, -0.23097], [0.88317, -0.40359, -7.19793], [0.74120, -5.66130, -1.13403], [3.01616, 0.24465, -0.76822], [-4.04657, 1.10645, 2.78065], [1.00934, -3.30693, -0.35162], [0.20867, -5.19245, 1.27858], [-0.96869, -2.74795, -0.72236], [2.20421, 0.01864, -1.46243], [3.47440, -0.15080, 1.31998], [-0.92191, -0.35122, 0.81826], [0.63923, -0.11499, -6.17425], [-3.52199, 1.94694, 1.61186], [1.30372, 3.42532, 2.60882], [-0.56982, -5.44340, 0.55422], [-5.28476, 1.26161, 0.49935], [1.05188, 2.26728, 5.52431], [2.02058, 1.52596, -6.05622], [3.90168, 0.31189, -5.01104], [-0.87937, -0.46447, 3.72093], [-4.71636, 2.18111, 0.64851], [-4.40447, 0.12687, 2.46287], [-0.93534, 0.44431, 2.76089], [2.54566, -1.42426, 0.52296], [3.48525, 2.14619, -1.70374], [2.68004, -0.34442, 0.59639], [0.19447, -3.59020, -1.02045], [3.39914, -0.51092, -6.48748], [0.20747, -1.06452, 6.59256], [2.87660, -1.47977, -4.71328], [1.53113, 0.88746, -4.49582], [4.06729, 2.00369, -0.04568], [1.19912, 4.21852, 3.34611], [3.24165, 1.75805, -0.71480], [2.70128, -2.37330, -4.01628], [-0.04689, 2.73224, 2.40354], [-1.48568, -4.92248, 0.84004], [-0.24976, 1.51593, 3.20515], [-2.39522, 1.26953, 0.78002], [0.36002, -1.01438, -5.62333], [1.80999, 0.60342, -5.51339], [-3.23254, 2.94523, 1.93425], [-5.34501, 3.00190, 0.99142], [-4.91153, 1.62950, 3.19668], [-0.09373, 2.41322, 1.36530], [-1.74094, 2.04765, 0.38696], [-0.18037, -0.03970, 4.84234], [1.06325, 2.93611, 0.13648], [-0.13922, -5.07841, -0.86204], [2.01263, 2.71801, 3.03843]],
  "mulliken_charge": [0.47, 0.41, 0.71, -0.68, -0.51, 0.45, 0.74, -0.40, -0.01, 0.34, 0.23, -0.40, 0.35, 0.28, 0.34, 0.31, -0.22, 0.49, 0.31, 0.34, -0.19, -1.58, -0.05, 0.29, 0.35, 0.21, 0.39, 0.26, -1.17, 0.88, -1.71, -1.14, 0.38, -0.11, 0.34, 0.28, 0.59, -1.67, 0.32, -0.26, 0.32, 0.36, -0.97, 0.15, 0.32, 0.34, 0.27, 0.15, 0.34, 0.42, -0.68, -0.48, 0.74, 0.33, 0.50, -1.06, 0.32, -0.27, 0.24, 0.41, 0.53, 0.13, 0.37, -0.83, -0.75, -0.60, 0.45]
}



We obtain max |F| values of 1.9, 0.9, 2.6 eV/A for the records listed above, in that order.